DFT (ωB97M-V/def2-TZVPD) results for a structure of composition CH7ClSi2.

XYZ file:
```
11
Properties=species:S:1:pos:R:3:forces:R:3
Cl 2.350257 -0.404086 0.164722 1.075 -0.478 0.399
Si 0.609418 0.068305 -0.730916 -0.480 2.495 -1.710
Si -0.883915 -1.593982 0.130073 -0.586 -0.550 -0.498
C 0.117155 1.732564 0.192690 -0.479 -2.127 0.330
H 0.837847 2.505222 0.297237 0.819 0.595 -0.433
H 1.070417 0.399594 -2.437016 -1.082 -0.780 2.752
H -1.808535 -2.411082 -0.831127 0.452 1.056 0.840
H 0.044074 -2.585311 0.582712 0.850 -0.767 0.023
H -0.831939 2.122721 -0.113168 -0.504 0.404 -0.612
H -0.096295 1.418855 1.229039 0.212 -0.195 -0.177
H -1.408483 -1.252801 1.515753 -0.278 0.348 -0.913
```
Forces are in eV/Å.

## Properties
2S+1 = 1
HOMO level = -10.150 eV
ΔE to the lowest compared entry with this formula, charge and spin = 12.9 kcal per mole
charge = 0
lowest unoccupied orbital energy = 0.442 eV
DFT total energy = -1081.45035 Ha